This record from OMol25 describes a 4-piece molecular cluster, C25H41F9N2O14PS overall. The level of theory is ωB97M-V with the def2-TZVPD basis set.

E_tot, Eh: -3778.30483
HOMO-LUMO gap, eV: 6.7
LUMO, hartree: 0.0729
Net charge: -1

Bonds (Å) are listed after each position.
Element x y z (Å)
1 C 1.294 1.092 2.847  C2 1.629, H35 1.154, H36 1.132, H37 1.143
2 C 1.061 1.549 1.301  C1 1.629, N3 1.469, H38 1.128, H39 1.156
3 N 0.784 0.438 0.382  C2 1.469, P4 1.769, H40 1.037
4 P 2.054 -0.045 -0.752  N3 1.769, S5 2.195, C6 1.943, C8 1.951, O18 1.769, O34 1.770
5 S 3.394 -0.841 -2.298  P4 2.195, H41 1.393
6 C 3.573 0.125 0.447  P4 1.943, N7 1.505, H42 1.134, H43 1.151
7 N 3.546 -0.862 1.584  C6 1.505, H44 1.027, H45 1.041
8 C 2.292 1.683 -1.627  P4 1.951, O9 1.452, H46 1.150, H47 1.140
9 O 1.071 2.196 -2.221  C8 1.452, C10 1.436
10 C 0.553 3.342 -1.529  O9 1.436, C11 1.609, H48 1.153, H49 1.135
11 C -0.981 3.000 -1.187  C10 1.609, O12 1.463, H50 1.153, H51 1.150
12 O -1.675 4.120 -0.551  C11 1.463, C13 1.460
13 C -3.085 3.836 -0.798  O12 1.460, C14 1.599, H52 1.141, H53 1.142
14 C -3.932 4.990 -0.085  C13 1.599, O15 1.439, H54 1.147, H55 1.143
15 O -3.709 5.055 1.336  C14 1.439, C16 1.445
16 C -2.767 6.090 1.697  O15 1.445, C17 1.604, H56 1.142, H57 1.140
17 C -3.184 6.670 3.133  C16 1.604, H58 1.136, H59 1.134, H60 1.150
18 O 0.822 -0.256 -2.004  P4 1.769, C19 1.454
19 C 0.484 -1.637 -2.307  O18 1.454, C20 1.627, H61 1.147, H62 1.152
20 C 0.818 -2.387 -0.902  C19 1.627, C21 1.591, O34 1.427, H63 1.158
21 C 0.702 -3.973 -0.830  C20 1.591, F22 1.422, F23 1.430, C24 1.601
22 F 0.234 -4.573 -2.030  C21 1.422
23 F 2.029 -4.476 -0.646  C21 1.430
24 C -0.145 -4.407 0.458  C21 1.601, F25 1.408, F26 1.426, C27 1.597
25 F 0.459 -3.780 1.565  C24 1.408
26 F 0.045 -5.807 0.652  C24 1.426
27 C -1.716 -4.143 0.341  C24 1.597, F28 1.416, F29 1.414, C30 1.607
28 F -2.090 -3.453 -0.837  C27 1.416
29 F -2.414 -5.373 0.300  C27 1.414
30 C -2.336 -3.289 1.553  C27 1.607, F31 1.411, F32 1.390, F33 1.417
31 F -1.781 -1.994 1.628  C30 1.411
32 F -2.201 -3.928 2.780  C30 1.390
33 F -3.707 -3.076 1.264  C30 1.417
34 O 1.908 -1.736 -0.250  P4 1.770, C20 1.427
35 H 0.333 1.330 3.440  C1 1.154
36 H 2.123 1.675 3.353  C1 1.132
37 H 1.427 -0.039 2.938  C1 1.143
38 H 1.890 2.267 1.038  C2 1.128
39 H 0.101 2.192 1.353  C2 1.156
40 H 0.584 -0.384 0.982  N3 1.037
41 H 3.881 -2.053 -1.814  S5 1.393
42 H 3.788 1.193 0.760  C6 1.134
43 H 4.468 -0.190 -0.205  C6 1.151
44 H 3.991 -1.751 1.328  N7 1.027
45 H 4.191 -0.454 2.291  N7 1.041
46 H 3.002 1.460 -2.504  C8 1.150
47 H 2.845 2.430 -0.968  C8 1.140
48 H 0.588 4.289 -2.186  C10 1.153
49 H 1.099 3.610 -0.570  C10 1.135
50 H -1.479 2.790 -2.206  C11 1.153
51 H -1.068 2.052 -0.542  C11 1.150
52 H -3.323 3.897 -1.912  C13 1.141
53 H -3.388 2.822 -0.368  C13 1.142
54 H -5.050 4.788 -0.242  C14 1.147
55 H -3.695 5.958 -0.644  C14 1.143
56 H -2.745 6.977 0.977  C16 1.142
57 H -1.727 5.625 1.667  C16 1.140
58 H -2.235 6.877 3.721  C17 1.136
59 H -3.945 6.038 3.686  C17 1.134
60 H -3.660 7.699 2.936  C17 1.150
61 H 0.985 -2.082 -3.238  C19 1.147
62 H -0.642 -1.543 -2.531  C19 1.152
63 H -0.089 -2.041 -0.270  C20 1.158
64 C 3.458 0.071 7.385  C65 1.500, O69 1.421, H70 1.091, H71 1.094
65 C 2.528 1.160 6.940  C64 1.500, O66 1.420, H72 1.094, H73 1.091
66 O 3.127 1.619 5.736  C65 1.420, C67 1.361
67 C 3.891 0.602 5.254  O66 1.361, O68 1.193, O69 1.361
68 O 4.398 0.594 4.174  C67 1.193
69 O 4.000 -0.407 6.162  C64 1.421, C67 1.361
70 H 2.941 -0.728 7.919  C64 1.091
71 H 4.274 0.446 8.011  C64 1.094
72 H 1.524 0.787 6.715  C65 1.094
73 H 2.451 1.968 7.668  C65 1.091
74 C 1.906 1.070 -6.842  C75 1.498, O79 1.423, H80 1.091, H81 1.094
75 C 2.445 1.555 -5.531  C74 1.498, O76 1.424, H82 1.094, H83 1.091
76 O 3.763 1.981 -5.864  C75 1.424, C77 1.358
77 C 3.767 2.268 -7.192  O76 1.358, O78 1.198, O79 1.362
78 O 4.669 2.810 -7.764  C77 1.198
79 O 2.613 1.861 -7.790  C74 1.423, C77 1.362
80 H 0.830 1.223 -6.933  C74 1.091
81 H 2.131 0.015 -7.023  C74 1.094
82 H 1.886 2.409 -5.139  C75 1.094
83 H 2.469 0.770 -4.774  C75 1.091
84 C -4.513 -7.557 -0.905  C85 1.497, O89 1.423, H90 1.090, H91 1.094
85 C -5.109 -6.219 -1.216  C84 1.497, O86 1.422, H92 1.094, H93 1.090
86 O -6.036 -6.511 -2.254  C85 1.422, C87 1.361
87 C -6.366 -7.826 -2.137  O86 1.361, O88 1.196, O89 1.362
88 O -7.246 -8.358 -2.746  C87 1.196
89 O -5.564 -8.457 -1.236  C84 1.423, C87 1.362
90 H -4.232 -7.653 0.144  C84 1.090
91 H -3.643 -7.782 -1.528  C84 1.094
92 H -5.652 -5.796 -0.366  C85 1.094
93 H -4.363 -5.499 -1.554  C85 1.090



This record from OMol25 describes a 3-piece molecular cluster, C25H41N2O12P3 overall. The level of theory is ωB97M-V with the def2-TZVPD basis set.

E_tot, Eh: -3013.73858
SMILES string: COCc1c(CCCCn2cccc2)cc2c(c1P(C)O)C(=O)NC2=O.COP(=O)(OC)OC.COP(=O)(OC)OC
HOMO-LUMO gap, eV: 7.4
LUMO, hartree: -0.0235
Net charge: 0

Bonds (Å) are listed after each position.
Element x y z (Å)
1 C -2.800 -2.703 6.072  O2 1.407, H27 1.090, H28 1.097, H29 1.092
2 O -2.521 -1.731 5.094  C1 1.407, C3 1.416
3 C -2.919 -2.169 3.807  O2 1.416, C4 1.504, H30 1.090, H31 1.096
4 C -2.915 -1.021 2.836  C3 1.504, C5 1.410, C18 1.418
5 C -2.212 -1.073 1.615  C4 1.410, C6 1.520, C15 1.389
6 C -1.397 -2.286 1.196  C5 1.520, C7 1.538, H32 1.084, H33 1.091
7 C 0.006 -1.949 0.666  C6 1.538, C8 1.546, H34 1.093, H35 1.089
8 C 0.125 -1.439 -0.788  C7 1.546, C9 1.529, H36 1.090, H37 1.091
9 C -0.972 -1.857 -1.767  C8 1.529, N10 1.450, H38 1.094, H39 1.088
10 N -0.809 -3.194 -2.305  C9 1.450, C11 1.366, C14 1.361
11 C -1.558 -4.271 -1.928  N10 1.366, C12 1.368, H40 1.077
12 C -1.175 -5.366 -2.653  C11 1.368, C13 1.424, H41 1.077
13 C -0.130 -4.937 -3.520  C12 1.424, C14 1.368, H42 1.076
14 C 0.053 -3.604 -3.275  N10 1.361, C13 1.368, H43 1.078
15 C -2.295 0.015 0.756  C5 1.389, C16 1.370, H44 1.080
16 C -3.028 1.127 1.081  C15 1.370, C17 1.385, C25 1.487
17 C -3.714 1.174 2.283  C16 1.385, C18 1.387, C22 1.512
18 C -3.687 0.117 3.180  C4 1.418, C17 1.387, P19 1.840
19 P -4.713 0.331 4.693  C18 1.840, C20 1.849, O21 1.665
20 C -3.549 0.800 6.050  P19 1.849, H45 1.090, H46 1.087, H47 1.088
21 O -5.329 -1.167 5.078  P19 1.665, H48 0.961
22 C -4.409 2.517 2.317  C17 1.512, O23 1.198, N24 1.429
23 O -5.152 2.992 3.126  C22 1.198
24 N -3.991 3.216 1.142  C22 1.429, C25 1.414, H49 1.016
25 C -3.255 2.364 0.286  C16 1.487, N24 1.414, O26 1.203
26 O -2.925 2.602 -0.846  C25 1.203
27 H -2.843 -2.234 7.054  C1 1.090
28 H -2.006 -3.458 6.124  C1 1.097
29 H -3.758 -3.199 5.903  C1 1.092
30 H -2.268 -2.997 3.523  C3 1.090
31 H -3.931 -2.584 3.868  C3 1.096
32 H -1.261 -2.943 2.048  C6 1.084
33 H -2.011 -2.847 0.489  C6 1.091
34 H 0.396 -1.165 1.320  C7 1.093
35 H 0.645 -2.814 0.842  C7 1.089
36 H 0.210 -0.352 -0.807  C8 1.090
37 H 1.061 -1.825 -1.194  C8 1.091
38 H -0.912 -1.169 -2.615  C9 1.094
39 H -1.987 -1.747 -1.389  C9 1.088
40 H -2.350 -4.260 -1.198  C11 1.077
41 H -1.598 -6.354 -2.597  C12 1.077
42 H 0.400 -5.538 -4.239  C13 1.076
43 H 0.751 -2.947 -3.770  C14 1.078
44 H -1.803 0.025 -0.205  C15 1.080
45 H -3.943 1.739 6.439  C20 1.090
46 H -2.532 0.960 5.702  C20 1.087
47 H -3.611 0.058 6.844  C20 1.088
48 H -6.048 -1.035 5.701  O21 0.961
49 H -4.793 3.577 0.634  N24 1.016
50 C -0.536 2.296 -4.702  O51 1.441, H58 1.087, H59 1.089, H60 1.089
51 O 0.851 2.656 -4.845  C50 1.441, P52 1.630
52 P 1.930 1.456 -5.077  O51 1.630, O53 1.488, O54 1.615, O56 1.623
53 O 1.798 0.685 -3.812  P52 1.488
54 O 3.192 2.463 -5.047  P52 1.615, C55 1.426
55 C 3.222 3.540 -4.112  O54 1.426, H61 1.087, H62 1.089, H63 1.088
56 O 2.745 0.387 -5.987  P52 1.623, C57 1.445
57 C 3.050 0.711 -7.362  O56 1.445, H64 1.090, H65 1.090, H66 1.086
58 H -1.118 3.213 -4.757  C50 1.087
59 H -0.858 1.626 -5.497  C50 1.089
60 H -0.697 1.827 -3.733  C50 1.089
61 H 2.801 3.242 -3.154  C55 1.087
62 H 2.690 4.406 -4.503  C55 1.089
63 H 4.259 3.828 -3.957  C55 1.088
64 H 3.707 1.580 -7.408  C57 1.090
65 H 2.139 0.902 -7.929  C57 1.090
66 H 3.560 -0.146 -7.790  C57 1.086
67 C 3.597 1.428 -1.264  O68 1.446, H75 1.086, H76 1.089, H77 1.088
68 O 4.199 1.109 0.011  C67 1.446, P69 1.611
69 P 4.924 2.310 0.804  O68 1.611, O70 1.472, O71 1.613, O73 1.610
70 O 6.010 2.807 -0.058  P69 1.472
71 O 5.416 1.365 2.014  P69 1.613, C72 1.423
72 C 6.034 0.110 1.753  O71 1.423, H78 1.090, H79 1.090, H80 1.088
73 O 4.571 3.528 1.796  P69 1.610, C74 1.442
74 C 3.471 3.381 2.716  O73 1.442, H81 1.090, H82 1.090, H83 1.086
75 H 2.983 0.587 -1.572  C67 1.086
76 H 2.965 2.310 -1.177  C67 1.089
77 H 4.367 1.589 -2.016  C67 1.088
78 H 6.703 0.166 0.894  C72 1.090
79 H 5.280 -0.661 1.596  C72 1.090
80 H 6.617 -0.153 2.634  C72 1.088
81 H 3.673 2.574 3.420  C74 1.090
82 H 2.540 3.185 2.184  C74 1.090
83 H 3.377 4.316 3.262  C74 1.086